Entry 1:
64
Properties=species:S:1:pos:R:3:forces:R:3:nbo_charge:R:1 method="wB97M-V/def2-TZVPD" e_homo_ev="-17.7 / -18.0" s2=0.829 total_charge=+3 e_tot_ev=-70314.64320 homo_lumo_gap_ev="8.24 / 8.72" relative_energy_kcal_mol=13.1 spin_multiplicity=2 lumo_energy_ev="-9.45 / -9.27"
Fe 0.062 -0.015 -0.110 2.7 0.4 0.0 0.975
N -0.414 0.246 1.889 -0.3 -0.1 -0.3 -0.421
N 0.370 1.969 0.069 -0.5 0.1 -0.5 -0.482
N -0.255 -1.909 0.414 -0.5 0.0 -0.4 -0.478
N 1.947 -0.233 0.549 -0.4 -0.4 0.0 -0.454
N 2.118 -0.141 -5.019 -0.1 0.0 0.0 -0.330
C 2.056 -0.261 1.881 -0.1 0.1 -0.1 0.227
C 0.495 4.704 0.415 0.0 0.1 0.0 -0.083
C -1.125 -4.424 1.142 0.0 -0.1 0.0 -0.089
C 1.087 4.108 -0.690 0.0 0.1 0.0 -0.223
C 4.360 -0.848 1.747 0.1 0.0 0.0 -0.088
C 4.250 -0.812 0.360 0.1 0.0 0.1 -0.225
C 1.853 -1.167 -3.924 -0.1 0.0 0.0 -0.223
C 1.198 -0.296 -6.199 0.1 0.0 0.1 -0.421
C -1.870 -1.683 -3.416 -0.1 -0.1 -0.1 -0.194
C -1.123 -0.097 -1.836 -0.9 -0.3 0.0 -0.246
C -0.155 3.910 1.346 0.0 0.1 0.1 -0.212
C 0.177 -0.222 -2.194 0.4 -0.3 1.3 -0.135
C -1.406 -0.810 2.227 0.1 0.0 -0.1 -0.258
C -0.977 1.613 2.031 0.1 -0.1 0.0 -0.261
C 0.489 -1.038 -3.300 0.0 0.1 -0.1 -0.144
C 2.128 1.270 -4.523 0.0 -0.2 -0.1 -0.421
C -1.009 -2.075 1.520 0.1 0.0 -0.1 0.207
C -2.183 -0.823 -2.393 -0.2 0.4 0.0 -0.149
C -0.550 -1.771 -3.863 0.1 0.0 -0.2 -0.146
C 3.032 -0.508 -0.198 -0.1 0.1 0.1 0.058
C -0.370 -4.246 -0.010 0.0 -0.1 0.1 -0.212
C -0.211 2.547 1.138 0.1 0.0 -0.1 0.212
C 3.247 -0.568 2.514 0.1 0.0 0.1 -0.214
C -1.443 -3.323 1.921 0.0 -0.1 0.1 -0.213
C 0.050 -2.979 -0.340 0.2 0.2 0.2 0.068
C 1.008 2.741 -0.827 0.1 -0.1 0.2 0.073
C 0.834 0.074 2.693 0.0 0.0 0.0 -0.277
H 1.471 2.224 -1.656 -0.1 0.0 0.0 0.210
H -0.969 1.943 3.070 0.0 0.0 0.0 0.245
H -2.644 -2.276 -3.885 0.0 0.0 0.0 0.263
H 5.303 -1.090 2.220 0.0 0.0 0.0 0.264
H -1.329 0.614 -0.981 -0.8 0.1 -0.1 0.211
H 2.896 -0.460 -1.266 -0.1 0.0 0.0 0.199
H 5.101 -1.017 -0.275 0.0 0.0 0.0 0.258
H -1.486 -0.954 3.305 0.0 0.0 0.0 0.245
H 2.865 1.355 -3.728 0.0 0.0 0.0 0.225
H 2.393 1.922 -5.350 0.0 0.0 0.0 0.256
H -0.105 -5.083 -0.641 0.0 0.0 0.0 0.260
H 3.061 -0.345 -5.356 0.0 0.0 0.0 0.441
H -2.027 -3.428 2.828 0.0 0.0 -0.1 0.260
H 1.509 0.406 -6.968 0.0 0.0 0.0 0.254
H -2.019 1.592 1.710 0.0 0.0 0.0 0.245
H 1.964 -2.135 -4.411 0.0 0.0 0.0 0.245
H 1.023 0.989 3.255 0.0 0.0 0.0 0.254
H 0.665 -2.793 -1.210 -0.1 0.0 0.0 0.214
H 3.296 -0.585 3.596 0.0 0.0 -0.1 0.258
H 2.656 -1.053 -3.202 0.1 0.1 0.0 0.222
H -0.620 4.344 2.222 0.0 0.0 0.0 0.260
H 1.605 4.698 -1.433 0.0 0.0 0.0 0.259
H -2.389 -0.495 1.873 0.0 0.0 -0.1 0.245
H -1.463 -5.411 1.431 0.0 0.0 0.0 0.264
H 0.543 5.778 0.552 0.0 0.0 0.0 0.265
H -3.206 -0.691 -2.064 0.0 0.0 0.0 0.253
H 0.680 -0.715 3.429 0.0 0.0 0.0 0.252
H -0.323 -2.451 -4.679 -0.1 0.0 0.0 0.237
H 1.132 1.512 -4.160 0.0 0.0 0.0 0.234
H 1.273 -1.315 -6.571 0.0 0.0 0.0 0.242
H 0.185 -0.073 -5.877 0.0 0.0 0.0 0.237

=====

Entry 2:
68
Properties=species:S:1:pos:R:3:forces:R:3:nbo_charge:R:1 method="wB97M-V/def2-TZVPD" e_homo_ev="-13.2 / -13.4" s2=0.784 total_charge=+2 e_tot_ev=-90835.79492 homo_lumo_gap_ev="6.10 / 6.56" relative_energy_kcal_mol=25.9 spin_multiplicity=2 lumo_energy_ev="-7.07 / -6.84"
I -1.686 3.797 1.301 -0.3 -0.1 0.0 0.230
I -7.201 1.264 1.452 0.3 0.0 -0.1 0.260
V 0.057 -0.034 -0.115 1.3 -2.4 -0.1 1.012
P 2.335 0.418 -0.242 1.7 -0.6 -0.7 1.930
O 2.912 0.461 -1.690 0.0 0.4 0.6 -0.806
O 1.710 -1.143 -0.045 1.0 -0.5 0.2 -0.789
O -1.192 0.920 0.037 -3.1 3.4 0.4 -0.416
O 3.528 0.300 0.800 -0.6 0.2 -0.2 -0.822
N -1.347 -1.640 0.093 0.2 0.0 0.0 -0.594
N -0.014 -0.243 2.064 0.0 0.0 -0.1 -0.523
C 4.393 1.409 1.206 0.3 0.4 0.0 -0.058
C -5.164 1.173 0.989 -0.3 0.0 0.0 -0.128
C 0.088 0.750 4.230 0.0 -0.1 0.0 -0.228
C -0.880 -0.136 4.684 0.0 0.0 -0.1 -0.100
C 3.884 -0.439 -2.291 0.3 -0.2 -0.3 -0.062
C -0.099 -0.025 -7.454 0.0 0.0 0.1 -0.155
C -3.013 2.216 0.917 1.0 0.1 -0.2 -0.138
C 4.423 0.221 -3.538 -0.1 0.0 0.1 -0.632
C -0.882 0.780 -5.331 0.1 -0.1 0.2 -0.166
C 0.006 -0.089 -4.677 -0.1 0.1 -0.5 -0.143
C -0.931 0.805 -6.710 0.0 0.0 -0.1 -0.206
C -4.357 2.278 1.232 -0.1 0.0 0.0 -0.249
C 2.164 -2.136 0.928 0.4 -0.7 0.2 -0.049
C 3.391 -2.882 0.451 -0.2 0.2 -0.2 -0.639
C 0.839 -0.926 -5.434 -0.1 0.1 0.2 -0.176
C -2.489 1.065 0.333 -1.8 0.0 0.5 0.170
C -0.959 -1.088 2.495 -0.1 0.0 0.1 0.227
C -3.299 -0.058 0.104 0.7 0.1 0.0 -0.057
C -1.497 -2.090 1.501 0.0 0.0 0.2 -0.275
C 0.068 -0.124 -2.038 0.2 -0.2 -0.5 -0.454
C 0.043 -0.117 -3.263 0.0 0.0 0.4 0.215
C -4.635 0.005 0.443 -0.2 0.0 0.0 -0.221
C -2.657 -1.267 -0.535 -0.3 0.2 -0.1 -0.244
C 5.240 1.952 0.074 -0.2 -0.2 0.0 -0.649
C 0.782 -0.889 -6.812 0.0 0.0 -0.1 -0.210
C -1.412 -1.066 3.805 0.0 0.0 0.0 -0.224
C 0.489 0.663 2.914 0.0 0.0 0.2 0.074
H 5.002 -0.503 -4.110 0.0 0.0 0.0 0.240
H -2.447 -1.054 -1.585 0.0 -0.1 0.0 0.258
H 1.521 -1.596 -4.926 0.0 0.0 0.0 0.212
H -1.512 1.433 -4.742 0.0 0.0 0.0 0.221
H 4.632 2.476 -0.665 0.0 0.0 0.0 0.220
H -4.771 3.179 1.663 0.0 0.0 0.0 0.260
H -1.621 1.467 -7.215 0.0 0.0 0.0 0.235
H -3.345 -2.112 -0.483 0.1 0.0 0.0 0.228
H 5.962 2.657 0.483 0.0 0.0 0.0 0.255
H -0.987 -2.414 -0.461 0.0 0.0 0.0 0.425
H 3.359 -1.367 -2.523 -0.1 0.1 0.0 0.197
H 4.678 -0.653 -1.576 0.0 0.0 0.1 0.190
H 5.066 1.065 -3.292 0.0 0.0 0.0 0.225
H 1.333 -2.832 1.039 -0.1 0.1 0.0 0.189
H -1.224 -0.095 5.709 0.0 0.0 0.0 0.253
H -5.282 -0.847 0.276 0.0 0.0 0.0 0.245
H 3.205 -3.367 -0.507 0.0 0.0 0.0 0.227
H -0.973 -3.037 1.639 0.0 0.0 -0.1 0.242
H 0.518 1.496 4.882 0.0 0.0 0.0 0.255
H 3.639 -3.646 1.186 0.0 0.0 0.0 0.250
H 3.599 0.579 -4.155 0.0 -0.1 0.0 0.233
H 1.418 -1.541 -7.396 0.0 0.0 0.0 0.233
H 5.016 0.979 1.986 -0.1 0.0 0.0 0.219
H 1.235 1.338 2.512 0.0 0.0 0.0 0.210
H 4.242 -2.212 0.352 0.1 0.0 0.0 0.225
H -2.172 -1.763 4.132 0.0 0.0 0.0 0.248
H -2.549 -2.273 1.722 0.0 -0.1 0.0 0.241
H 5.792 1.152 -0.418 0.0 0.0 0.0 0.222
H 3.779 2.200 1.640 -0.1 -0.1 0.0 0.189
H -0.133 0.006 -8.534 0.0 0.0 0.0 0.235
H 2.348 -1.655 1.887 -0.1 0.2 -0.1 0.208

=====

Entry 3:
69
Properties=species:S:1:pos:R:3:forces:R:3:lowdin_charge:R:1 method="wB97M-V/def2-TZVPD" e_homo_ev="-1.9 / -2.8" s2=2.006 total_charge=-2 e_tot_ev=-88351.89059 homo_lumo_gap_ev="6.35 / 7.21" spin_multiplicity=3 lumo_energy_ev="4.40 / 4.40"
Ni 0.234 0.856 0.508 0.1 0.7 0.2 0.683
O 1.404 -0.783 0.686 -0.2 -0.2 0.3 -0.065
O 2.636 -2.648 0.552 -0.1 0.0 0.1 0.009
O -2.446 1.536 -2.749 0.0 0.0 0.0 -0.020
O 1.817 2.191 1.300 0.1 -0.1 0.0 -0.058
O -0.966 0.442 -1.437 -0.1 0.0 0.1 -0.069
O -1.349 6.411 -1.456 0.0 0.1 0.0 0.038
O 2.445 4.361 1.333 0.0 0.0 0.0 -0.020
N -2.372 -1.918 1.572 0.0 0.0 0.0 -0.060
N -0.074 2.661 -0.411 -0.1 0.0 -0.1 0.098
N -1.455 -1.330 0.678 -0.1 -0.4 -0.2 0.019
C -1.065 1.234 2.031 0.2 -0.2 -0.1 -0.176
C -1.541 4.021 -1.660 -0.1 0.2 0.0 0.047
C -1.150 -4.088 1.867 0.0 0.1 0.0 -0.045
C -2.424 1.522 1.856 0.0 0.1 0.0 -0.140
C -2.957 -3.803 0.149 0.0 0.0 0.0 -0.061
C 0.922 -2.318 -2.356 0.1 0.1 0.0 -0.031
C -2.889 1.326 4.215 0.0 0.0 -0.1 -0.159
C 2.163 -1.463 -2.392 0.0 -0.1 -0.1 -0.200
C -1.545 1.044 4.428 0.0 0.0 0.0 -0.144
C -1.562 1.462 -1.885 0.0 -0.1 0.0 -0.623
C 2.678 -1.007 -3.602 0.0 0.0 0.1 -0.023
C 4.337 0.266 -2.447 0.0 0.0 0.0 -0.024
C -1.066 2.782 -1.282 0.1 -0.1 -0.1 -0.165
C 3.764 -0.140 -3.646 0.0 0.0 -0.1 -0.288
C 3.857 -0.186 -1.221 0.0 0.0 0.0 -0.199
C 4.456 0.289 0.076 -0.1 0.0 0.0 -0.026
C -0.928 5.149 -1.129 0.0 -0.2 0.0 -0.294
C 0.148 5.012 -0.264 0.0 0.2 0.0 0.062
C -3.325 1.563 2.914 0.0 0.1 0.0 -0.139
C 1.719 3.414 1.003 0.0 -0.1 0.1 -0.616
C 0.540 3.732 0.077 0.0 -0.1 0.1 -0.145
C 4.298 0.356 -4.969 0.0 -0.1 0.1 -0.075
C -3.526 -3.760 2.576 0.0 0.0 0.0 -0.069
C 2.238 -1.558 0.129 0.0 0.1 -0.3 -0.650
C -0.657 1.004 3.352 -0.1 0.1 0.1 -0.135
C 2.773 -1.065 -1.204 0.1 0.1 0.0 -0.063
C -2.473 -3.384 1.535 0.0 -0.1 0.0 -0.646
H -3.184 -3.492 3.580 0.0 0.0 0.0 0.075
H -2.203 -3.586 -0.610 0.0 0.0 0.0 0.070
H -3.585 1.369 5.047 0.0 0.0 0.0 0.072
H -3.173 -4.874 0.125 0.0 0.0 0.0 0.072
H -4.376 1.767 2.728 0.0 0.0 0.0 0.079
H -2.807 1.702 0.852 0.0 -0.1 0.0 0.084
H 0.056 -1.684 -2.139 0.0 0.0 0.0 0.068
H 3.486 0.501 -5.684 0.0 0.0 0.0 0.067
H 3.748 0.931 0.610 0.0 0.0 0.0 0.070
H -4.453 -3.218 2.376 0.0 0.0 0.0 0.076
H -1.187 0.858 5.438 0.0 0.0 0.0 0.077
H -3.864 -3.248 -0.105 0.0 0.0 0.0 0.082
H -0.839 -3.843 2.886 0.0 0.0 0.0 0.082
H -1.259 -5.173 1.785 0.0 0.0 0.0 0.074
H -0.346 -3.778 1.196 0.0 0.0 0.0 0.069
H 4.821 1.305 -4.847 0.0 0.0 0.0 0.065
H -2.364 4.080 -2.364 0.0 0.0 0.0 0.117
H 0.998 -3.076 -1.574 0.0 0.0 0.0 0.075
H 0.676 5.866 0.136 0.0 0.0 0.0 0.122
H 0.390 0.787 3.549 0.0 0.0 0.0 0.085
H 4.670 -0.560 0.730 0.0 0.0 0.0 0.084
H -1.865 -1.178 -0.233 0.0 0.1 0.0 0.066
H 2.204 -1.318 -4.529 0.0 0.0 0.0 0.107
H -2.099 6.320 -2.053 0.0 0.0 0.0 0.093
H 5.172 0.961 -2.464 0.0 0.0 0.0 0.105
H -0.575 -1.832 0.596 0.0 0.0 0.0 0.052
H -3.725 -4.835 2.555 0.0 0.0 0.0 0.071
H 5.378 0.848 -0.095 0.0 0.0 0.0 0.069
H 0.757 -2.811 -3.316 0.0 0.0 0.0 0.069
H 5.001 -0.359 -5.408 0.0 0.0 0.0 0.068
H -2.109 -1.614 2.505 0.0 0.1 0.0 0.107